Molecular formula: C46H105N5O11
Method: DFT, ωB97M-V with the def2-TZVPD basis set

Output
Multiplicity   1
Kohn-Sham gap   8.561 eV
Structure (SMILES)   CC1(C)CCCC(C)(C)N1O.CC1(C)CCCC(C)(C)N1O.CC1(C)CCCC(C)(C)N1O.CC1(C)CCCC(C)(C)N1O.COC[C@H](C)N.OCCO.OCCO.OCCO
Relative energy (zero: lowest compared OMol25 entry of this formula, charge and spin)   26.4 kJ/mol
Max |F|   0.0437 Eh/bohr
E_LUMO   0.444 eV
DFT total energy   -2916.819384 Ha
Net charge   0
HOMO   -8.117 eV

Cartesian coordinates (Å):
O  -2.9235  -24.0119  12.0126
O  -5.6946  -17.2295  4.8541
O  -7.4348  -12.1169  9.5092
O  -9.0813  -21.3583  5.7558
O  -7.0355  -19.4692  11.0930
O  -13.2312  -24.7358  14.6856
O  -10.6898  -19.5086  7.0426
O  -8.0737  -17.1948  17.2284
O  -12.2350  -17.5688  8.7874
O  -8.7165  -20.7928  9.1981
O  -8.3091  -23.4058  7.9612
N  -13.2060  -23.3846  14.2972
N  -3.2667  -23.0430  11.0494
N  -6.4608  -19.9943  5.0856
N  -8.1123  -13.2824  9.9130
N  -7.1439  -18.1611  16.7494
C  -8.7557  -15.5620  9.5841
C  -8.8262  -14.5762  11.8975
C  -4.8559  -19.1241  16.8562
C  -10.2070  -18.4108  7.8377
C  -6.5994  -13.5044  11.9005
C  -4.9898  -19.5964  15.3897
C  -15.1781  -22.7907  15.6926
C  -2.3756  -21.8834  11.0321
C  -4.2720  -20.7906  9.7214
C  -8.8261  -19.2594  15.3675
C  -8.8886  -20.9540  10.5903
C  -9.5195  -23.3773  7.1664
C  -9.2085  -22.7510  5.7830
C  -4.7331  -22.9306  10.8987
C  -13.2459  -20.5313  14.3895
C  -8.0370  -13.3649  11.3700
C  -14.5290  -22.7381  14.3074
C  -5.8122  -17.9577  18.7697
C  -0.9313  -22.2946  10.8138
C  -7.3490  -17.4834  14.3341
C  -8.2789  -14.0660  7.6412
C  -5.7904  -17.9435  17.2646
C  -2.4748  -20.9976  12.2978
C  -5.0750  -22.0934  9.6779
C  -7.1263  -18.8696  5.8399
C  -7.0521  -17.5809  5.0215
C  -15.3932  -23.5059  13.2814
C  -11.9257  -21.2603  14.1226
C  -10.8217  -23.4549  13.9667
C  -7.8406  -14.4391  9.0801
C  -6.3910  -14.9324  8.9465
C  -6.3933  -18.7104  7.1623
C  -8.7163  -12.1390  12.0018
C  -5.0834  -16.6930  16.7202
C  -2.8000  -21.0988  9.7424
C  -5.5120  -15.8493  4.5995
C  -11.6812  -22.6146  16.1717
C  -5.4180  -22.3387  12.1342
C  -7.4632  -18.5892  15.4037
C  -14.4396  -21.2919  13.7932
C  -5.2738  -24.3494  10.6295
C  -8.6490  -15.8589  11.0652
C  -8.4021  -19.7325  11.3383
C  -11.0444  -18.3158  9.0969
C  -6.4663  -19.7313  15.0397
C  -11.9549  -22.7111  14.6610
H  -13.2389  -19.5198  13.9810
H  -6.5842  -17.2824  19.1486
H  -5.3419  -24.9724  11.5214
H  -14.6742  -22.1062  16.3816
H  -9.8992  -14.3851  11.9680
H  -4.8526  -17.7792  19.2518
H  -6.5097  -19.8563  13.9528
H  -6.2859  -24.2496  10.2292
H  -4.5557  -18.8322  14.7400
H  -7.9813  -11.6736  8.8510
H  -7.6355  -16.2580  11.1877
H  -6.0345  -12.6001  11.6624
H  -0.6241  -22.7443  9.8651
H  -9.7606  -24.4216  6.9447
H  -9.8086  -15.4000  9.3242
H  -13.4619  -20.4553  15.4578
H  -5.7054  -14.0867  8.8643
H  -15.0969  -23.3236  12.2517
H  -8.5126  -14.9244  7.0087
H  -10.4030  -17.9577  9.9068
H  -7.7120  -24.0063  7.5086
H  -14.2788  -21.3428  12.7161
H  -5.3924  -21.2529  12.1752
H  -5.2059  -19.9888  17.4318
H  -8.9994  -18.8547  11.0603
H  -8.1165  -17.6434  13.5716
H  -9.8343  -23.0411  14.1743
H  -8.4676  -14.8731  12.8844
H  -4.9077  -22.5792  8.7102
H  -2.4653  -21.7286  8.9157
H  -13.0240  -25.1854  13.8590
H  -15.3571  -24.5777  13.4704
H  -10.0207  -23.0639  5.1215
H  -8.1697  -19.1405  5.9742
H  -4.4929  -15.6098  4.2997
H  -1.5922  -20.3558  12.3364
H  -3.8035  -18.9392  17.0579
H  -6.3947  -19.6093  7.7762
H  -6.1318  -18.9278  19.1700
H  -5.2159  -16.6777  15.6396
H  -6.3169  -15.6065  8.0952
H  -0.6607  -23.0950  11.5111
H  -4.6623  -24.8547  9.8809
H  -11.1893  -20.6789  14.6782
H  -9.9537  -21.0620  10.8289
H  -4.5438  -20.2114  8.8343
H  -10.7036  -22.2759  16.4977
H  -6.0763  -14.4373  11.6951
H  -6.6263  -19.8381  4.0942
H  -15.2469  -23.7540  16.1916
H  -3.3902  -20.4141  12.3297
H  -6.8607  -19.3260  10.1569
H  -5.4912  -19.7162  5.2310
H  -8.6955  -21.6485  8.7459
H  -6.5500  -13.5032  12.9983
H  -8.1739  -11.2579  11.6533
H  -9.7625  -11.9953  11.7203
H  -5.3861  -18.3402  6.9748
H  -4.5735  -20.5935  15.2662
H  -12.4961  -21.9995  16.5700
H  -6.0444  -15.4539  9.8427
H  -8.4917  -16.4415  8.9838
H  -10.2650  -17.4712  7.2791
H  -8.9148  -20.0614  16.1009
H  -6.1515  -21.9057  9.6135
H  -8.1335  -21.1446  5.6604
H  -7.6108  -16.4614  14.6301
H  -11.6752  -21.2721  13.0604
H  -7.7145  -16.8131  5.4422
H  -9.6152  -18.5421  15.6159
H  -15.3477  -20.7769  14.1037
H  -6.8771  -20.6118  15.5390
H  -5.0000  -22.7661  13.0479
H  -5.7336  -15.2121  5.4614
H  -10.3602  -22.9320  7.6917
H  -2.6540  -24.7714  11.4859
H  -8.3734  -17.5964  18.0514
H  -2.1959  -20.1881  9.6883
H  -9.3513  -16.6406  11.3534
H  -6.3254  -17.4257  13.9674
H  -8.7665  -12.1319  13.0913
H  -4.4841  -20.1791  10.5991
H  -9.2618  -13.5800  7.6893
H  -10.8239  -24.5443  14.0386
H  -8.3792  -21.8523  10.9448
H  -16.1774  -22.3494  15.6070
H  -9.9397  -20.1114  6.8680
H  -11.4220  -19.2957  9.3979
H  -0.2874  -21.4277  10.9618
H  -9.0488  -19.6325  14.3700
H  -6.9271  -17.9292  7.7138
H  -11.9455  -23.5469  16.6851
H  -9.1509  -18.6463  7.9626
H  -5.5245  -15.7732  17.1169
H  -12.3483  -16.9478  9.5152
H  -4.0281  -16.6681  16.9848
H  -2.3972  -21.5989  13.2063
H  -6.1776  -15.6219  3.7558
H  -8.5327  -19.7750  12.4170
H  -7.5924  -13.3719  7.1599
H  -8.2862  -23.2705  5.5101
H  -7.4886  -17.6942  4.0186
H  -16.4040  -23.1402  13.4800
H  -6.4740  -22.6265  12.1391
H  -10.9357  -23.3704  12.8746